79
Properties=species:S:1:pos:R:3:forces:R:3 method="wB97M-V/def2-TZVPD" charge=+2 homo_ev="-12.664 / -11.974" lumo_energy_ev="-6.841 / -6.834" e_above_lowest_kcal_mol=0.0 homo_lumo_gap_ev="5.82 / 5.14"
H -4.863 0.611 -1.335 0.0 0.3 0.3
H 3.554 -0.719 -1.374 -0.1 -0.2 -0.1
C -0.206 -3.115 -2.472 1.1 0.0 -0.3
H -1.834 -3.903 -3.540 0.1 0.4 -0.3
H 0.134 0.756 -4.143 -0.3 -0.4 0.1
C 3.577 -0.608 0.802 -0.2 0.3 -0.9
C 0.007 -3.043 0.427 0.7 0.2 1.4
H 6.000 -0.745 -1.604 -0.2 0.0 0.2
H -0.871 1.253 3.094 0.3 0.2 0.1
C 0.727 -2.132 -2.338 -0.2 -1.3 -0.2
H -2.629 1.665 -1.083 -0.4 0.2 0.0
C 6.389 -0.594 0.504 -0.6 -0.2 0.1
C -5.226 0.533 0.792 0.0 -0.2 0.1
P 1.746 -0.807 1.059 1.7 -0.4 1.3
H -0.811 3.045 3.335 0.0 -0.1 0.0
H 1.540 0.318 -0.998 -1.1 0.4 0.3
C -3.251 1.495 -0.209 -0.2 -0.1 0.1
H 3.415 -3.303 0.837 -0.4 -0.1 0.1
H 2.717 -5.644 1.287 -0.3 0.4 -0.2
C -2.492 -1.887 -3.096 -0.2 -0.8 -0.3
C -4.499 0.885 -0.343 0.0 0.0 0.0
C -2.732 1.783 1.053 -0.1 -0.2 -0.4
H 1.093 -2.276 3.118 -0.5 0.2 0.0
H -0.440 -1.895 4.053 0.2 0.0 0.0
C 4.159 -0.676 -0.479 0.6 -0.1 0.6
C -4.691 0.773 2.066 0.0 0.0 0.0
P -1.022 2.406 1.051 -1.5 0.4 1.9
C 1.391 -2.542 0.636 -0.8 -1.0 -1.3
H 1.490 -2.159 -1.556 -0.1 -0.5 -0.4
H -3.358 -2.423 -2.672 0.3 0.1 -0.2
C -2.168 -0.723 -2.213 -0.3 0.6 -0.6
C -2.144 5.046 0.511 0.4 -0.6 0.2
C 2.351 -3.560 0.832 0.0 0.2 0.7
C 0.950 -1.090 -3.376 -0.2 0.8 -0.3
H -0.551 8.072 0.472 0.0 -0.3 0.1
H -2.818 7.079 0.291 0.2 -0.2 0.0
C -0.677 6.993 0.555 -0.5 -0.4 -0.1
H -6.201 0.037 0.678 0.5 0.2 0.1
C -0.275 -0.185 -3.735 0.4 0.0 -0.9
C -0.010 1.379 -0.023 1.3 -0.8 -0.1
Cl 1.146 -0.178 4.150 0.1 0.1 0.4
H 3.998 -0.301 2.907 -0.1 -0.2 0.0
H -1.390 -4.395 1.517 0.5 -0.3 -0.9
H 0.641 2.163 2.732 -0.8 0.0 0.2
H -0.004 -4.185 -2.110 -0.6 1.9 0.1
H 1.139 4.162 0.961 0.1 -0.1 0.0
H -0.959 -2.636 -4.431 -0.1 -0.4 0.5
H 0.335 -6.235 1.658 0.2 0.7 0.1
C 5.800 -0.514 1.771 0.6 0.2 -0.1
H 1.275 -1.636 -4.284 -0.1 0.4 0.3
Pb -1.451 -1.363 0.905 -0.4 0.7 1.7
C 4.420 -0.458 1.920 -0.5 -0.3 -0.3
H -0.186 1.835 -0.974 0.6 0.3 -0.6
H -5.214 0.408 2.958 0.2 0.4 -0.4
C 0.955 0.387 -0.047 -0.4 1.1 -1.4
C -1.957 6.427 0.438 0.2 0.0 0.0
H 6.450 -0.481 2.648 -0.3 0.1 -0.2
H -1.124 1.131 -2.246 -0.1 -0.2 0.3
C -1.347 -2.922 -3.432 -0.6 -0.6 -0.7
C -3.469 1.434 2.204 0.3 0.0 -0.1
H 7.479 -0.593 0.390 -0.5 -0.1 0.0
H -0.505 -2.956 -0.611 0.7 0.2 1.2
H -0.824 -0.684 -4.556 0.2 0.5 0.3
H -2.925 -0.426 -1.475 0.6 -0.3 -0.5
H -3.143 4.616 0.430 0.3 0.1 0.0
H -2.823 -1.447 -4.082 0.1 -0.6 0.9
C 0.606 -5.217 1.340 -0.3 0.1 0.6
C 0.418 6.161 0.758 0.3 0.1 0.0
H -3.074 1.654 3.197 -0.2 -0.1 -0.3
C 0.264 4.779 0.813 -0.4 0.4 0.1
C -1.207 0.116 -2.608 0.0 0.2 -0.2
C -0.471 2.205 2.729 0.9 -0.1 0.0
H 1.410 6.593 0.881 -0.2 -0.1 -0.1
C -0.356 -4.248 1.145 0.1 -0.4 -0.7
C 0.349 -1.520 3.396 -1.2 -0.4 -0.4
C 5.550 -0.682 -0.614 0.1 0.2 -0.1
C 1.953 -4.871 1.131 0.4 0.1 -0.3
C -1.018 4.214 0.721 0.6 -0.3 -0.6
H 1.793 -0.434 -3.096 -0.3 -0.3 0.0



140
Properties=species:S:1:pos:R:3:forces:R:3 method="wB97M-V/def2-TZVPD" homo_ev=-8.006 lumo_energy_ev=-0.770 homo_lumo_gap_ev=7.24
C 1.257 1.539 -0.913 0.7 -0.9 -0.9
H 0.982 -4.478 -3.561 -0.1 -0.1 0.1
H 0.536 -5.056 2.007 0.0 0.1 0.0
H 5.613 1.709 2.814 0.1 0.0 0.1
O -1.762 -5.811 -1.926 0.1 0.1 -0.1
C -3.706 -1.684 -0.516 -2.3 -0.4 1.1
C 0.107 4.455 1.696 0.7 0.5 -1.1
O -2.460 -2.583 -5.974 0.0 -0.1 0.1
H -4.648 -4.833 -1.608 -0.1 -0.1 0.0
H -1.583 -4.265 3.386 0.1 -0.1 0.2
H 2.261 -6.656 -3.561 -0.3 0.1 -0.2
H -0.265 -5.118 -5.761 -0.1 -0.1 0.0
H -2.066 6.373 0.939 0.4 -0.7 0.0
H -7.248 -5.276 -1.385 0.0 0.2 -0.1
H -2.770 -4.966 0.402 0.3 0.2 0.1
C -2.465 2.486 -0.433 -0.9 0.1 -0.7
H 1.897 2.074 -1.710 -1.0 -0.7 1.3
H 2.015 0.950 -0.294 -1.1 1.1 -0.4
H 5.815 2.486 -3.960 -0.1 0.1 -0.1
C 4.310 3.697 -2.994 -0.1 -0.2 -0.2
H -1.211 4.455 -2.124 0.2 -0.9 -0.3
C -1.434 4.697 2.046 -1.2 0.5 0.1
H -1.108 1.734 5.630 -0.5 0.2 -1.6
O 2.645 0.799 2.150 -0.7 2.3 1.2
H 3.667 -5.723 -1.844 -0.1 -0.2 0.0
H -1.013 -7.241 -0.681 -0.1 0.1 0.0
C 0.624 2.928 1.433 -1.8 -2.5 1.2
H -3.044 0.810 5.010 0.1 0.2 -1.1
C -0.049 1.538 3.694 -0.8 -0.3 0.7
C 0.932 5.416 2.660 0.9 1.0 -0.6
B -0.984 2.907 -0.902 -1.3 0.3 -1.6
C 0.679 -4.184 2.649 0.1 0.3 0.3
H -0.254 7.195 1.713 1.2 -0.4 1.1
O -3.566 -6.796 -0.027 0.3 0.0 0.0
O 3.458 2.884 0.848 -3.1 -0.7 2.5
H -1.610 5.425 2.926 1.0 -1.4 -0.9
O 3.235 2.840 -3.362 0.2 -0.2 -0.1
C -1.310 -6.192 -0.624 -0.1 0.4 0.1
N -2.219 5.358 0.927 -1.1 -0.8 0.9
H 0.123 0.730 1.644 -0.2 1.7 0.7
H 3.151 -4.405 -4.165 0.0 0.1 0.2
H -3.804 4.989 2.415 0.0 0.6 -1.5
O 5.019 3.807 -5.292 0.0 0.0 -0.1
C 7.874 2.365 3.165 -0.1 0.4 -0.1
H 1.499 -4.203 -1.878 0.1 0.0 0.0
H -2.751 2.734 0.636 0.5 -0.8 -1.2
O -0.907 3.521 -2.227 -0.1 -0.2 2.7
H 1.798 8.331 1.056 0.1 -0.9 1.3
H -0.395 -2.599 -6.010 0.1 -0.1 -0.1
H -2.143 -6.322 1.375 0.0 0.0 0.0
C 0.452 2.684 -0.165 2.0 1.0 -0.4
O -1.860 -1.067 -2.807 0.6 -1.0 4.0
H -1.030 0.039 0.037 0.8 -0.9 -1.2
H -4.295 6.120 0.966 1.1 -1.3 0.7
C -3.681 5.203 1.291 -0.8 -0.4 -0.3
H -1.651 2.989 4.389 0.4 -1.6 0.1
H 0.777 -5.307 4.502 -0.1 0.0 0.0
H 1.046 -6.650 -2.258 0.1 0.0 0.0
C 6.732 2.548 4.151 0.0 0.0 -0.2
O -5.600 -6.468 -2.364 0.0 0.0 0.0
H 4.853 4.758 -5.343 0.0 -0.2 0.0
H 1.261 -0.302 -2.102 -1.2 1.3 0.4
C 0.444 0.419 -1.712 0.6 -1.5 0.4
H 4.613 3.457 -1.972 -0.1 0.0 0.0
O 2.991 -4.098 -3.262 0.0 0.0 0.0
C -6.379 -4.225 -2.750 -0.1 -0.3 0.4
C -1.234 -3.248 -6.279 0.0 0.1 0.4
H 3.215 2.836 -4.332 -0.1 0.0 0.2
C -2.446 -6.013 0.372 -0.3 -0.3 -0.3
H 7.044 2.298 5.167 -0.1 0.0 -0.1
O -1.168 -4.833 4.054 0.1 -0.1 -0.2
H 1.183 0.059 4.168 -0.8 -0.1 -0.2
H -2.618 1.371 -0.692 0.2 1.6 0.6
H -4.167 -1.042 -1.337 1.0 -0.8 0.8
I -0.231 7.861 4.359 -0.8 2.5 -1.5
O 2.998 -6.405 -1.675 -0.1 0.2 0.1
H -1.221 -3.421 -7.357 -0.1 0.0 0.1
H -3.596 -6.745 -0.995 -0.2 -0.1 0.2
C -1.618 -1.293 -1.606 0.2 0.6 -1.4
H -3.044 -4.763 -5.985 0.2 -0.1 0.0
C -0.455 -0.552 -0.768 -0.7 0.3 -0.6
H -1.229 -4.398 -4.446 0.3 0.2 0.1
O -2.398 -2.220 -0.823 0.7 2.2 -1.2
O 2.972 3.192 3.359 -1.4 -1.4 -1.1
H -5.922 -6.774 -3.222 0.1 0.0 0.2
O 5.641 1.704 3.788 -0.4 -0.1 -0.3
C 0.571 7.013 2.473 0.3 0.1 -0.3
H 0.198 -1.302 -0.203 -1.0 0.9 -0.8
O 0.334 6.019 -0.411 0.3 -2.3 2.9
O 0.238 0.113 3.931 0.3 0.8 0.2
H -3.062 -1.299 1.670 -1.0 0.4 -1.4
C 1.851 7.908 2.112 -0.1 0.6 0.5
H -1.991 3.741 2.368 1.1 1.3 -0.8
O -7.274 -4.344 -1.651 0.2 0.0 0.1
H -4.466 -5.061 -3.365 0.1 0.2 0.0
H -4.156 4.311 0.739 0.9 1.3 0.8
C 1.960 -6.177 -2.622 0.3 0.1 0.2
C 0.211 -4.482 4.065 -0.4 0.0 -0.2
H -4.403 -2.597 -0.412 1.2 1.3 -0.3
H -0.439 -5.586 -0.354 0.0 -0.1 0.2
P 2.415 2.505 1.928 5.7 0.3 -2.5
H 2.820 7.342 2.297 -1.2 0.6 -0.4
H -1.333 1.782 1.924 1.8 0.2 0.0
H -6.921 -4.532 -3.651 0.2 0.1 -0.2
H -3.632 0.225 0.799 -0.1 -1.6 0.0
H 0.320 -3.596 4.700 0.3 0.1 0.0
C 5.467 3.521 -3.965 -0.2 0.4 0.1
H -3.231 3.037 -1.099 1.2 -0.8 1.0
H 6.370 3.581 4.132 0.2 0.1 0.1
H 0.124 -2.315 2.571 -0.1 -0.1 -0.1
C -1.401 1.877 4.523 1.5 0.2 0.0
H 1.873 8.819 2.816 0.0 -1.4 -1.2
H -6.086 -3.177 -2.850 0.0 0.0 0.0
H 7.256 3.617 1.803 0.0 -0.2 -0.1
C -5.166 -5.116 -2.526 -0.2 0.0 -0.5
H 0.775 2.116 4.212 -0.9 -0.3 -1.0
H -4.844 -1.014 1.366 1.5 0.0 -1.0
H 3.157 0.667 2.987 -0.5 0.1 -0.9
H 3.773 2.714 3.684 -0.2 0.3 -0.4
C -0.197 1.729 2.120 -1.0 -0.4 0.5
H 8.210 1.326 3.159 -0.1 0.1 0.0
H -0.092 0.759 -2.654 0.3 -0.1 1.5
O -0.113 -3.129 2.103 0.0 0.2 -0.1
C -1.179 -4.569 -5.528 -0.5 0.0 -0.2
N -2.561 1.037 4.120 0.2 -0.1 1.1
H 8.720 3.014 3.407 0.0 -0.1 0.2
I 0.630 5.045 4.820 1.3 -3.0 -0.8
C 0.512 4.949 0.186 0.5 1.4 -3.6
H -2.280 0.122 3.745 0.2 0.6 0.3
H 2.044 5.339 2.376 -1.6 -0.1 0.9
H -2.409 -2.292 -5.051 0.0 0.1 -0.2
C -3.803 -0.904 0.881 0.1 0.3 0.7
H 1.733 -3.892 2.628 0.1 -0.2 0.1
C 1.763 -4.683 -2.823 0.0 -0.2 -0.4
H 3.936 4.726 -3.024 0.2 0.2 0.1
H -1.881 -4.850 -1.921 0.0 -0.1 0.0
O 7.412 2.664 1.848 0.0 0.0 0.1
H 6.302 4.181 -3.716 0.0 -0.1 0.2
O -2.297 -5.374 -5.885 0.0 0.1 -0.2
O 1.138 3.931 -0.625 -1.8 1.5 3.0